Density functional theory data (ωB97M-V/def2-TZVPD) for C36H46CoNP3S2 as an isolated structure.

Geometry as XYZ:
```
89
Properties=species:S:1:pos:R:3:lowdin_charge:R:1
Co 0.001 -1.980 -0.917 0.436
C -3.103 -3.323 -2.963 -0.124
C -3.567 -2.837 -1.580 -0.515
C -4.948 -2.193 -1.688 -0.104
P -2.261 -1.776 -0.820 1.054
C -2.588 0.007 -1.137 -0.562
C -3.770 0.659 -0.432 -0.086
C -2.551 0.292 -2.644 -0.148
C -2.398 -2.117 0.952 -0.288
C -3.599 -2.360 1.615 -0.092
C -3.619 -2.813 2.922 -0.091
C -2.410 -3.086 3.551 -0.075
C -1.208 -2.845 2.909 -0.039
C -1.176 -2.300 1.618 -0.286
N 0.025 -2.017 0.951 -0.096
C 1.175 -1.547 1.603 -0.380
C 1.188 -1.059 2.917 -0.069
C 2.357 -0.599 3.492 -0.069
C 3.559 -0.596 2.791 -0.085
C 3.551 -1.023 1.479 -0.100
C 2.375 -1.471 0.885 -0.354
P 2.257 -1.902 -0.851 1.044
C 3.377 -3.364 -0.952 -0.532
C 2.813 -4.491 -0.085 -0.112
C 3.588 -3.838 -2.392 -0.117
C 3.106 -0.612 -1.880 -0.507
C 2.418 -0.607 -3.257 -0.123
C 3.104 0.807 -1.311 -0.118
H -3.837 -4.009 -3.390 0.080
H -2.145 -3.844 -2.907 0.062
H -2.993 -2.482 -3.652 0.069
H -3.621 -3.700 -0.915 0.107
H -4.961 -1.427 -2.464 0.070
H -5.285 -1.732 -0.762 0.055
H -5.671 -2.963 -1.965 0.086
H -1.682 0.450 -0.708 -0.032
H -4.709 0.497 -0.966 0.067
H -3.583 1.735 -0.397 0.078
H -3.879 0.308 0.595 0.070
H -3.473 -0.014 -3.145 0.062
H -1.713 -0.217 -3.136 0.064
H -2.411 1.363 -2.792 -0.016
H -4.541 -2.195 1.108 0.093
H -4.560 -2.982 3.430 0.101
H -2.402 -3.505 4.550 0.106
H -0.278 -3.107 3.392 0.112
H 0.265 -0.993 3.471 0.106
H 2.325 -0.222 4.508 0.107
H 4.471 -0.236 3.250 0.101
H 4.470 -0.992 0.901 0.111
H 4.326 -3.022 -0.533 0.111
H 1.839 -4.819 -0.461 0.074
H 2.687 -4.173 0.950 0.073
H 3.486 -5.351 -0.101 0.081
H 2.637 -4.116 -2.856 0.079
H 4.232 -4.720 -2.406 0.081
H 4.060 -3.074 -3.012 0.063
H 4.137 -0.962 -1.989 0.105
H 1.386 -0.259 -3.149 0.068
H 2.404 -1.593 -3.728 0.057
H 2.924 0.084 -3.934 0.086
H 2.102 1.239 -1.337 0.024
H 3.760 1.429 -1.926 0.089
H 3.448 0.862 -0.279 0.062
S -0.869 3.127 -1.905 0.231
P -0.098 2.964 -0.085 0.072
S 0.188 1.111 0.616 0.387
C -1.126 3.904 1.099 -0.381
C -1.363 5.256 0.853 -0.099
C -2.223 5.974 1.670 -0.087
C -2.858 5.345 2.735 -0.098
C -2.619 4.003 2.988 -0.091
C -1.753 3.281 2.172 -0.113
C 1.528 3.797 0.006 -0.396
C 2.264 3.721 1.190 -0.104
C 3.549 4.238 1.246 -0.089
C 4.109 4.834 0.120 -0.099
C 3.377 4.919 -1.054 -0.091
C 2.087 4.398 -1.113 -0.118
H -0.880 5.736 0.010 0.102
H -2.406 7.023 1.469 0.100
H -3.539 5.905 3.366 0.098
H -3.110 3.511 3.820 0.098
H -1.559 2.231 2.356 0.058
H 1.831 3.228 2.052 0.096
H 4.120 4.171 2.166 0.099
H 5.118 5.230 0.161 0.097
H 3.810 5.389 -1.930 0.099
H 1.509 4.439 -2.030 0.056
```

Values from the calculation:
HOMO energy (spin up / spin down) (eV): -6.90 / -6.92
Multiplicity: 2
LUMO energy (spin up / spin down) (eV): -1.5 / -1.0
⟨S²⟩: 0.83
Relative energy (zero: lowest compared OMol25 entry of this formula, charge and spin) (kJ/mol): 64.6
HOMO-LUMO gap (spin up / spin down) (Eh): 0.1977 / 0.2190
Calculated total energy (eV): -126734.3024

***

Density functional theory data (ωB97M-V/def2-TZVPD) for C10H30ClO5S2 as an isolated structure.

Geometry as XYZ:
```
48
Properties=species:S:1:pos:R:3:lowdin_charge:R:1
Cl -0.316 0.053 -0.828 0.214
C 0.622 -2.013 3.095 -0.063
C 0.173 -2.574 1.621 -0.270
O 0.837 -1.543 0.935 -0.284
H 0.490 -0.971 3.219 0.015
H 1.774 -2.302 3.380 0.120
H 0.099 -2.742 3.628 0.011
H -0.828 -2.288 1.379 0.101
H 0.582 -3.541 1.425 0.090
H 0.153 -1.285 0.244 -0.156
C -3.603 3.884 -0.999 -0.099
C -2.702 2.621 -1.224 -0.383
O -2.143 2.265 -0.006 -0.183
H -4.344 3.809 -0.237 0.038
H -4.180 3.997 -1.999 0.075
H -2.872 4.835 -1.031 0.110
H -1.966 2.931 -1.912 0.074
H -3.265 1.770 -1.770 0.127
H -1.539 1.516 -0.230 -0.100
C 0.197 -5.161 -2.188 -0.069
C 0.356 -3.592 -2.196 -0.205
O -0.369 -3.075 -1.001 -0.094
H -0.745 -5.430 -2.199 0.004
H 0.697 -5.423 -1.183 0.105
H 0.703 -5.562 -3.014 0.045
H -0.149 -3.326 -3.036 0.047
H 1.584 -3.067 -2.151 0.187
H -0.322 -2.239 -0.949 -0.174
C 3.197 -0.340 -2.074 -0.280
S 2.559 0.804 -0.839 0.735
O 3.735 1.434 -0.135 -0.576
C 2.029 2.009 -2.106 -0.279
H 3.836 0.331 -2.713 0.062
H 2.430 -0.695 -2.778 0.044
H 3.570 -1.230 -1.656 0.021
H 1.390 1.775 -2.780 -0.044
H 2.877 2.575 -2.589 0.081
H 1.506 2.762 -1.545 0.039
C 0.353 1.942 1.869 -0.324
S -0.060 2.151 3.567 0.711
O -0.248 3.661 3.713 -0.589
C -1.666 1.405 3.576 -0.270
H -0.571 2.634 1.545 0.076
H 0.168 0.870 1.649 -0.004
H 1.621 2.335 1.969 0.162
H -1.519 0.375 3.551 0.004
H -2.104 1.719 2.521 0.091
H -2.028 1.932 4.485 0.056
```

Values from the calculation:
HOMO energy (eV): -5.29
Multiplicity: 1
LUMO energy (eV): 2.9
Relative energy (zero: lowest compared OMol25 entry of this formula, charge and spin) (kJ/mol): 244.8
HOMO-LUMO gap (Eh): 0.3004
Charge: -1
Calculated total energy (eV): -55280.8636

***

Density functional theory data (ωB97M-V/def2-TZVPD) for a 3-piece molecular cluster, C3H11NO4 overall.

Geometry as XYZ:
```
19
Properties=species:S:1:pos:R:3:lowdin_charge:R:1
C -1.144 2.137 -0.180 -0.134
N 0.060 1.369 0.455 0.082
C 0.301 0.086 0.208 -0.643
O 1.121 -0.457 1.170 0.031
O 0.201 -0.573 -0.792 0.054
C -2.536 1.620 0.391 -0.092
H -1.153 2.048 -1.286 0.115
H -1.203 3.169 0.205 0.103
H 0.431 1.669 1.397 0.171
H 1.737 -1.196 0.791 0.098
H -3.239 1.607 -0.458 0.070
H -2.515 0.577 0.584 0.045
H -3.041 2.114 1.217 0.064
H 0.362 -3.458 -0.323 0.069
H 0.577 -2.244 -1.278 0.026
O 0.942 -3.147 -1.058 -0.098
H 3.261 -1.086 -0.624 0.040
H 2.670 -2.461 -0.407 -0.003
O 3.168 -1.776 -0.012 0.002
```

Values from the calculation:
HOMO energy (eV): -10.33
Multiplicity: 1
LUMO energy (eV): 0.7
SMILES: CCNC(=O)O.O.O
Relative energy (zero: lowest compared OMol25 entry of this formula, charge and spin) (kJ/mol): 128.0
HOMO-LUMO gap (Eh): 0.4052
Calculated total energy (eV): -12969.7332

***

Density functional theory data (ωB97M-V/def2-TZVPD) for C34H32Br69NO3 as an isolated structure.

Geometry as XYZ:
```
139
Properties=species:S:1:pos:R:3:lowdin_charge:R:1
O 0.837 0.623 -1.091 -0.081
C 1.582 -0.019 -1.786 -0.521
N 1.669 0.209 -3.207 0.130
C 3.000 -0.270 -3.580 -0.323
O 3.605 0.128 -4.537 0.148
C 3.382 -1.270 -2.509 -0.056
C 4.380 -2.241 -2.465 -0.169
C 5.302 -2.419 -3.666 -0.035
C 6.277 -1.156 -3.681 -0.257
C 6.823 -0.744 -2.323 -0.108
O 7.621 -1.411 -3.359 -0.064
C 4.483 -2.994 -1.302 -0.167
C 3.641 -2.806 -0.209 -0.156
C 2.634 -1.842 -0.238 -0.246
C 2.543 -1.114 -1.398 -0.240
H 1.085 -0.473 -3.700 0.121
H 5.972 -3.276 -3.579 0.117
H 4.755 -2.355 -4.609 0.118
H 6.043 -0.359 -4.388 0.133
H 6.769 -1.449 -1.503 0.082
H 7.071 0.306 -2.200 0.098
H 5.258 -3.789 -1.219 -0.021
H 3.784 -3.408 0.684 0.046
H 1.930 -1.661 0.602 0.003
C 5.783 -7.397 -1.028 -1.580
Br 4.863 -5.788 -1.582 0.719
Br 5.329 -8.908 -2.142 0.583
Br 7.687 -7.126 -0.925 0.592
H 5.439 -7.626 -0.028 -0.036
C 5.368 1.753 1.034 -1.557
Br 6.819 1.581 2.289 0.552
Br 5.728 3.107 -0.292 0.556
Br 4.933 0.060 0.221 0.828
H 4.498 2.074 1.591 -0.024
C -2.245 -2.199 -1.921 -1.558
Br -3.264 -2.087 -0.295 0.536
Br -0.355 -2.009 -1.588 0.799
Br -2.644 -3.812 -2.906 0.572
H -2.540 -1.364 -2.544 -0.117
C 0.027 -3.630 3.247 -1.556
Br -1.406 -2.342 3.246 0.579
Br 1.259 -3.321 1.791 0.694
Br 0.941 -3.696 4.944 0.573
H -0.419 -4.603 3.088 -0.020
C -3.198 1.971 0.963 -1.594
Br -3.203 3.711 1.796 0.598
Br -4.676 1.772 -0.270 0.552
Br -1.517 1.578 0.124 0.620
H -3.343 1.243 1.750 -0.029
C -3.113 1.354 -4.267 -1.596
Br -1.566 1.330 -3.120 0.621
Br -2.972 2.697 -5.642 0.592
Br -3.475 -0.396 -5.004 0.599
H -3.962 1.618 -3.650 -0.043
C 4.679 -6.239 4.477 -1.601
Br 3.984 -5.357 2.911 0.550
Br 6.571 -5.943 4.675 0.557
Br 3.698 -5.750 6.061 0.561
H 4.538 -7.301 4.331 -0.028
C 8.407 -8.237 7.608 -1.630
Br 7.751 -9.166 6.052 0.523
Br 7.035 -7.160 8.429 0.558
Br 9.219 -9.448 8.869 0.573
H 9.182 -7.563 7.271 -0.031
C -6.741 5.635 1.942 -1.646
Br -8.110 4.375 2.441 0.563
Br -7.393 6.931 0.673 0.565
Br -5.944 6.476 3.482 0.565
H -5.958 5.073 1.448 -0.078
C -6.569 -4.236 -1.875 -1.640
Br -8.424 -4.735 -2.043 0.569
Br -6.318 -2.343 -2.152 0.530
Br -5.812 -4.826 -0.204 0.535
H -6.035 -4.747 -2.658 -0.136
C 8.040 6.307 -1.821 -1.624
Br 6.240 5.882 -2.369 0.554
Br 8.064 7.404 -0.240 0.563
Br 9.116 4.721 -1.609 0.551
H 8.486 6.888 -2.617 -0.053
C -9.841 5.320 -2.424 -1.620
Br -10.315 5.415 -4.289 0.577
Br -11.399 5.357 -1.289 0.522
Br -8.722 3.801 -2.042 0.561
H -9.263 6.206 -2.197 -0.041
C -15.186 4.282 -2.408 -1.635
Br -13.773 3.339 -3.320 0.545
Br -15.350 6.102 -3.027 0.546
Br -16.862 3.336 -2.520 0.572
H -14.916 4.326 -1.362 -0.031
C 1.464 -8.182 -0.153 -1.620
Br -0.342 -8.818 -0.365 0.591
Br 1.601 -6.292 -0.509 0.541
Br 2.183 -8.639 1.578 0.560
H 2.070 -8.690 -0.892 -0.044
C 11.192 10.380 -1.253 -1.630
Br 10.592 9.490 -2.855 0.569
Br 9.789 11.433 -0.453 0.567
Br 11.960 9.139 0.004 0.541
H 11.976 11.065 -1.545 -0.030
C 14.776 8.728 3.410 -1.644
Br 16.198 8.494 4.690 0.571
Br 15.197 10.091 2.115 0.551
Br 14.297 7.065 2.558 0.557
H 13.907 9.066 3.957 -0.029
C 10.564 -0.065 1.931 -1.622
Br 9.013 -1.132 2.367 0.536
Br 10.150 1.359 0.698 0.542
Br 11.438 0.597 3.516 0.572
H 11.265 -0.718 1.430 -0.032
C -8.879 -5.120 3.051 -1.619
Br -7.394 -5.322 4.268 0.573
Br -8.554 -3.722 1.770 0.549
Br -9.328 -6.786 2.195 0.575
H -9.736 -4.822 3.639 -0.030
C 11.343 -9.336 3.431 -1.632
Br 11.199 -10.807 4.670 0.560
Br 9.752 -9.134 2.357 0.545
Br 11.811 -7.693 4.326 0.563
H 12.152 -9.572 2.754 -0.033
C -7.216 -4.752 -6.289 -1.620
Br -6.932 -3.980 -8.031 0.585
Br -7.801 -6.584 -6.402 0.579
Br -5.654 -4.571 -5.170 0.600
H -8.011 -4.192 -5.816 -0.029
C -14.213 9.953 -1.565 -1.619
Br -14.680 10.031 -3.434 0.558
Br -15.778 9.985 -0.438 0.577
Br -13.085 8.443 -1.175 0.528
H -13.644 10.845 -1.342 -0.029
C -6.493 -2.617 7.105 -1.657
Br -7.960 -1.370 7.190 0.568
Br -5.282 -2.194 5.666 0.539
Br -5.574 -2.759 8.793 0.573
H -6.915 -3.589 6.889 -0.067
C -17.996 12.924 -2.013 -1.651
Br -19.278 14.087 -1.165 0.572
Br -18.535 12.443 -3.799 0.566
Br -16.223 13.676 -1.983 0.547
H -17.962 12.010 -1.434 -0.067
```

Values from the calculation:
HOMO energy (eV): -9.59
Multiplicity: 1
LUMO energy (eV): -1.0
Relative energy (zero: lowest compared OMol25 entry of this formula, charge and spin) (kJ/mol): 82.5
HOMO-LUMO gap (Eh): 0.3164
Calculated total energy (eV): -4876331.0468

***

Density functional theory data (ωB97M-V/def2-TZVPD) for a 2-piece molecular cluster, C15H14Cl2I2N2O6PS overall.

Geometry as XYZ:
```
43
Properties=species:S:1:pos:R:3:lowdin_charge:R:1
C 1.244 -3.037 -0.247 -0.178
C 0.313 -1.825 -0.465 -0.760
I -1.228 -2.382 -1.874 0.970
C 1.107 -0.583 -0.819 -0.711
I 2.134 -0.871 -2.727 0.842
N 0.422 0.729 -0.812 -0.095
C 1.279 1.717 -0.214 -0.273
C 1.932 2.670 -0.988 -0.582
Cl 1.673 2.758 -2.689 0.689
C 2.793 3.589 -0.398 -0.104
C 2.993 3.569 0.970 -0.082
C 2.326 2.654 1.764 -0.092
C 1.470 1.736 1.168 -0.437
S 0.579 0.577 2.154 1.091
C -0.931 0.653 1.237 -0.441
C -2.151 0.631 1.898 -0.074
C -3.323 0.725 1.158 -0.062
C -3.266 0.870 -0.218 -0.072
C -2.040 0.899 -0.885 -0.218
P -2.088 1.220 -2.656 0.448
N -2.204 2.744 -2.956 -0.157
O -3.410 0.432 -3.117 -0.179
O -0.867 0.502 -3.376 -0.276
C -0.860 0.743 -0.155 -0.259
H 1.052 -3.432 0.751 0.042
H 1.085 -3.835 -0.965 0.048
H 2.292 -2.728 -0.277 0.062
H -0.211 -1.666 0.471 0.062
H 1.949 -0.559 -0.128 0.075
H 3.289 4.315 -1.028 0.101
H 3.650 4.304 1.418 0.106
H 2.447 2.655 2.840 0.105
H -2.171 0.553 2.979 0.110
H -4.279 0.718 1.669 0.108
H -4.186 0.978 -0.776 0.105
H -1.437 3.068 -3.536 -0.035
H -3.934 1.107 -3.579 0.079
H -1.096 -0.382 -3.699 -0.017
O 1.764 -4.760 4.549 -0.386
Cl 0.730 -5.167 3.629 0.631
O 0.609 -6.604 3.628 -0.382
O 1.079 -4.716 2.289 -0.410
O -0.528 -4.568 4.010 -0.391
```

Values from the calculation:
HOMO energy (eV): -6.04
Multiplicity: 1
LUMO energy (eV): 1.9
HOMO-LUMO gap (Eh): 0.2926
Charge: -1
Calculated total energy (eV): -92414.2483

***

Density functional theory data (ωB97M-V/def2-TZVPD) for C2H4O2Pd as an isolated structure.

Geometry as XYZ:
```
9
Properties=species:S:1:pos:R:3:lowdin_charge:R:1
O 0.278 1.421 0.133 -0.115
H 0.059 2.351 0.267 0.160
O 0.825 -1.017 -0.062 -0.160
Pd 1.876 0.459 -0.125 0.907
H 0.993 -1.963 -0.123 0.155
C -0.528 -0.697 -0.132 -0.197
C -0.815 0.640 -0.076 -0.107
H -1.165 -1.354 -0.725 0.143
H -1.523 0.160 0.843 0.213
```

Values from the calculation:
HOMO energy (spin up / spin down) (eV): -11.02 / -14.51
Multiplicity: 4
LUMO energy (spin up / spin down) (eV): -4.7 / -6.6
⟨S²⟩: 3.76
Relative energy (zero: lowest compared OMol25 entry of this formula, charge and spin) (kJ/mol): 46.5
HOMO-LUMO gap (spin up / spin down) (Eh): 0.2321 / 0.2906
Charge: +1
Calculated total energy (eV): -9697.0361

***

Density functional theory data (ωB97M-V/def2-TZVPD) for a 2-piece molecular cluster, C4H4Br3NO overall.

Geometry as XYZ:
```
13
Properties=species:S:1:pos:R:3:lowdin_charge:R:1
C -0.161 0.266 1.670 -0.363
C -0.304 1.252 0.366 -0.028
C -0.022 0.400 -0.903 -0.257
C -0.068 -1.002 1.038 -0.657
N 0.020 -0.938 -0.292 -0.435
O -0.249 0.725 2.799 0.123
Br 2.424 -0.532 -2.846 -0.408
Br -0.328 -2.625 1.953 0.861
Br -0.506 -2.417 -1.359 0.816
H -1.303 1.668 0.336 0.117
H 0.326 2.144 0.548 0.132
H -0.728 0.441 -1.837 0.155
H 0.900 0.618 -1.472 -0.057
```

Values from the calculation:
HOMO energy (spin up / spin down) (eV): -7.94 / -7.49
Multiplicity: 1
LUMO energy (spin up / spin down) (eV): -3.1 / -3.5
Relative energy (zero: lowest compared OMol25 entry of this formula, charge and spin) (kJ/mol): 206.6
HOMO-LUMO gap (spin up / spin down) (Eh): 0.1762 / 0.1451
Calculated total energy (eV): -217873.9652

***

no.,strongest force on any atom (eV/Å)
1,1.03
2,11.95
3,4.54
4,2.53
5,1.31
6,9.39
7,5.68